Computed, not measured: C16H40AlBNO9P2 as an isolated structure at a distorted geometry, with ωB97M-V/def2-TZVPD.

Values from the calculation:
E_tot = -63008.2284 eV
charge = -1

CARTESIAN COORDINATES (ANGSTROEM)
H: 3.920 2.477 -0.168
O: -0.070 4.291 -3.989
C: 3.496 2.065 -5.013
H: 3.137 1.473 -4.164
O: 1.578 3.878 -2.147
H: -2.030 -2.375 2.816
H: 3.054 -1.912 5.359
H: 4.682 -2.949 0.134
H: -0.247 -0.634 2.391
C: -6.833 -3.309 3.199
N: 5.529 -2.027 3.044
H: -1.992 3.454 -2.359
C: -2.348 3.973 -3.249
H: 2.526 0.799 4.720
H: 1.665 -2.040 0.816
H: -2.536 -0.510 -0.713
H: -7.405 -4.196 3.477
H: -6.133 -4.203 1.361
O: -4.337 -1.432 -0.250
H: -1.672 4.457 -5.229
O: -3.559 -1.167 2.029
H: 2.855 1.838 -5.866
H: 3.990 3.990 -1.094
H: -3.615 -0.835 -2.056
H: 4.074 3.782 -3.827
O: 0.337 2.013 -3.250
H: -1.030 -1.174 0.908
H: -2.351 -0.859 3.644
H: 4.512 1.743 -5.241
C: 2.716 -2.787 4.792
H: 6.018 -1.195 2.733
H: 3.881 4.106 -5.540
C: 2.046 3.046 -1.076
H: 2.056 1.105 1.934
H: -1.701 -2.381 -2.172
C: -3.215 -1.255 -1.133
O: -3.873 -3.626 1.729
H: -3.323 3.569 -3.527
H: -3.181 -3.296 -1.822
C: 1.791 -2.571 3.813
H: -1.317 2.805 -4.747
C: -1.193 -0.646 1.850
O: -5.770 -2.153 1.366
C: -2.276 -1.324 2.661
C: 2.523 0.355 2.580
H: -2.467 5.023 -2.981
C: 3.091 0.660 3.791
H: 0.734 -2.832 3.926
H: 1.693 3.492 -0.146
C: 3.560 2.988 -1.062
C: 3.462 3.547 -4.702
H: -2.021 -2.961 -0.534
H: 6.193 -2.790 3.182
P: -4.173 -2.328 1.090
H: -7.529 -3.151 1.174
H: 3.186 -3.758 4.980
C: -6.582 -3.271 1.706
H: -7.388 -2.422 3.510
C: -2.487 -2.547 -1.436
H: 4.182 0.689 3.839
H: -1.475 0.382 1.611
P: 1.094 3.243 -3.554
H: 3.931 2.440 -1.934
H: -5.893 -3.306 3.751
Al: 2.544 -1.681 2.129
C: -1.359 3.833 -4.389
O: 4.996 -3.286 0.975
H: 1.634 2.038 -1.134
O: 2.134 4.051 -4.505
B: 4.563 -2.418 1.992

Mulliken atomic charge list, values in e, 2 entries:
1. H 0.41
2. O -0.36